1.
DFT (the ωB97M-V functional and the def2-TZVPD basis) results for a molecular structure, C6H12BF4N5OSSn.

```
31
Properties=species:S:1:pos:R:3:forces:R:3
F 2.727 0.470 0.829 -0.0282 -0.2478 0.0246
H -0.380 4.214 -3.005 -0.0361 0.0044 -0.0100
H -0.061 1.628 0.568 0.0242 0.0151 0.0085
H -1.324 -5.412 0.544 0.0094 0.0343 0.0589
N -2.276 0.802 -2.582 0.1018 -0.0279 0.1159
F 4.099 2.198 1.466 0.2708 0.0608 0.0872
C 0.513 -1.499 1.967 0.1236 -0.0778 -0.0256
H -1.563 -2.111 2.063 0.0049 -0.0041 0.0130
C -0.880 2.336 -2.193 -0.0800 0.0832 -0.0491
C -0.568 -2.558 2.153 0.0623 0.0742 0.0533
H -1.943 -4.764 2.034 0.0198 -0.0026 -0.0343
H -3.028 0.331 -3.056 0.0619 0.0349 0.0355
H 1.152 1.611 -0.544 -0.0637 0.1394 -0.2194
Sn 1.105 -1.312 -0.147 -0.0552 0.0727 0.0260
F 2.839 2.367 -0.450 -0.1787 -0.0131 -0.3091
N -1.317 -4.696 1.252 -0.0740 -0.1451 0.0206
H 1.435 -1.800 2.475 -0.0502 0.0204 0.0107
H -0.155 4.093 -1.246 0.0248 -0.0003 0.0008
B 2.909 1.894 0.881 0.1395 0.0342 0.2756
O 0.271 -3.578 0.144 0.0474 0.0570 -0.1260
C -0.057 3.566 -2.196 0.0079 0.0053 -0.0438
N 0.260 1.182 -0.288 0.1600 0.0331 0.1590
N -0.674 1.307 -1.301 -0.0556 0.0337 -0.1225
H 0.205 -0.554 2.416 0.0429 0.0287 -0.1009
C -0.495 -3.648 1.109 -0.0081 0.0017 0.1369
H -0.526 -3.035 3.138 -0.0602 -0.0015 0.0048
C -1.563 0.320 -1.560 -0.0430 -0.1543 -0.0423
N -1.861 2.041 -2.990 0.1119 0.1214 0.0498
H 0.997 3.319 -2.331 0.0157 0.0139 0.0383
S -1.660 -1.138 -0.739 -0.2557 -0.2379 -0.1192
F 1.820 2.427 1.589 -0.2401 0.0439 0.0828
```
Positions in Å, forces in eV/Å.

Calculated values
highest occupied orbital energy: -8.185 eV
Kohn-Sham gap: 8.3 eV
LUMO level: 0.161 eV



2.
DFT (the ωB97M-V functional and the def2-TZVPD basis) results for C5H13N3 in the gas phase.

```
21
Properties=species:S:1:pos:R:3:forces:R:3
H 1.383 2.619 -0.036 -0.0437 0.6112 0.4472
H -1.466 0.116 -1.547 -0.2155 -0.1037 0.1495
H 1.156 -1.350 1.812 0.0917 -0.0389 -0.1572
C -1.273 0.495 -0.532 -0.6612 -0.4606 -0.1324
H -0.763 -2.500 0.908 0.0082 0.0593 -0.0270
H 2.081 -0.843 -1.523 0.0589 -0.0832 0.1202
C 0.846 1.803 0.450 -1.9693 2.7957 -0.9474
H -2.230 0.684 -0.029 0.0376 -0.1164 -0.1674
H -2.238 -1.538 0.977 -0.0750 -0.0559 -0.0839
C -0.491 1.768 -0.659 3.1183 -1.0956 1.8403
H 0.372 2.148 1.372 0.2342 0.2978 0.0015
H -1.636 -2.148 -0.592 0.0101 0.0415 -0.0164
N -0.587 -0.508 0.261 0.9260 0.8665 0.3102
C 0.784 -0.665 -0.107 -0.7972 -3.9958 -1.5808
H 2.186 -2.022 0.587 -0.0560 0.1236 0.0890
H -0.013 1.821 -1.630 -0.2157 0.2826 -0.1122
N 1.088 -0.692 -1.368 -0.0411 1.1393 1.1419
C -1.345 -1.742 0.385 0.1562 -0.0247 0.1515
N 1.537 -1.312 0.880 -0.1947 1.0517 -0.1502
H 1.703 1.230 0.793 -0.6713 -1.3948 -0.7401
H -1.094 2.637 -0.403 0.2995 0.1003 -0.1365
```
Positions in Å, forces in eV/Å.

Calculated values
highest occupied orbital energy: -8.687 eV
Kohn-Sham gap: 9.7 eV
LUMO level: 1.009 eV



3.
DFT (the ωB97M-V functional and the def2-TZVPD basis) results for a molecular structure, C35H34N7O2PPdS3.

```
83
Properties=species:S:1:pos:R:3:forces:R:3
H 3.120 5.803 -2.372 -0.0420 -0.0245 0.0399
C -5.783 -3.092 0.005 0.0034 0.0151 -0.0266
C 6.150 4.919 -1.127 -0.0268 0.0187 -0.0244
C -5.030 2.220 0.059 0.0421 0.0063 -0.0140
H 5.546 6.117 -2.802 -0.0144 -0.0109 0.0243
H -5.912 2.862 0.092 0.0168 -0.0042 -0.0007
C 0.382 -6.164 0.603 0.0270 0.0027 -0.0110
C -1.841 3.270 0.110 0.1568 0.5850 -0.0049
C -5.162 -2.454 1.076 0.0399 -0.0053 -0.0121
H 1.513 7.740 3.225 -0.0054 -0.0230 -0.0047
H -5.654 -2.423 2.040 0.0142 0.0030 -0.0276
C 5.732 4.141 -0.053 0.0238 0.0170 0.0435
C 2.489 -0.947 -0.063 -0.0687 -0.2391 0.4888
C 1.092 5.785 4.011 0.0042 0.0133 0.0188
C -3.078 1.556 1.226 -0.2938 0.0267 0.2114
H -2.475 1.697 2.123 0.0578 0.0155 0.0003
H 7.208 5.056 -1.313 -0.0147 -0.0193 -0.0073
C 0.973 4.432 3.728 -0.0349 0.0180 0.0146
N 0.855 -2.495 0.848 -0.0082 -0.0062 0.0875
O 1.652 -0.154 -0.667 -1.1987 -0.6777 0.2500
H -5.356 1.179 0.004 0.0092 -0.0131 0.0056
C -3.806 3.813 1.335 0.0760 0.0195 -0.0455
H 0.838 -7.017 0.112 -0.0311 0.0166 0.0465
H -1.178 -7.291 1.510 0.0083 0.0261 0.0098
H -5.593 -3.710 -2.050 0.0070 0.0660 0.0352
H 3.616 -3.231 -0.912 -0.0211 0.0010 0.0099
H 4.049 3.358 1.024 0.0187 0.0210 -0.0593
H -2.168 -5.324 2.658 0.0298 0.0157 -0.0233
H -4.677 4.589 -1.003 0.0008 -0.0065 -0.0182
C -0.732 -6.313 1.380 0.0249 -0.0096 -0.0468
H -1.264 3.514 -0.774 0.1820 0.0274 -0.0490
H -3.412 0.529 1.168 -0.0072 -0.1645 -0.0031
H 0.936 6.141 5.022 0.0135 -0.0048 -0.0231
C 1.415 6.685 3.001 0.0069 -0.0260 -0.0144
H -2.471 1.909 -2.048 0.0695 0.0298 0.0196
C -3.078 1.675 -1.173 -0.2774 -0.0267 -0.3098
C 5.218 5.518 -1.962 0.0004 0.0001 0.0579
C 2.161 -4.688 -0.315 0.0420 0.0283 0.0151
S -2.863 -2.567 -2.755 0.1352 0.1090 0.0545
C 2.687 -3.437 -0.397 0.0143 -0.0729 -0.0152
H -6.764 -3.533 0.130 0.0503 -0.0119 0.0068
H 0.115 -0.729 -1.835 0.4737 -0.2635 -0.4340
C 3.445 4.583 -0.642 0.0212 -0.4355 0.0763
H -1.163 -3.076 2.353 -0.0438 -0.0126 -0.0351
H -3.214 3.969 2.239 -0.0079 0.0045 -0.0160
C 0.972 -4.890 0.428 -0.0707 0.0116 0.0464
C 1.479 4.877 1.420 0.0176 -0.2146 0.0063
C 0.378 -3.761 1.037 0.0741 -0.0667 -0.0791
H 1.845 6.932 0.910 -0.0441 -0.0233 0.0052
Pd -0.455 0.360 -0.016 0.3006 2.5535 -0.3389
C 1.607 6.234 1.705 0.0033 0.0014 0.1129
N -2.233 1.835 0.040 0.6658 -0.9714 0.2400
H 6.462 3.666 0.591 -0.0272 0.0065 -0.0156
H -3.426 -1.423 1.794 0.0335 0.0179 -0.0266
C -3.276 -1.894 -0.302 -0.1734 -0.1454 0.2282
C 3.860 5.348 -1.724 0.0287 -0.0031 -0.0553
C -5.142 -3.177 -1.221 -0.0021 -0.0586 0.0138
C 1.970 -2.359 0.181 -0.0634 0.2460 -0.2150
P 1.680 4.347 -0.305 -1.4594 0.7836 -0.4949
H -0.312 -1.514 -3.346 0.0577 0.0180 -0.0142
N -2.044 -1.328 -0.616 0.9574 0.3072 -0.1759
H -3.205 4.191 -1.915 0.0033 0.0002 0.0248
C 1.168 3.975 2.430 0.0341 0.0629 0.0541
C -1.298 -5.191 2.025 -0.0283 -0.0240 0.0225
C 4.380 3.973 0.193 0.0267 -0.0145 -0.0010
H -3.415 0.643 -1.237 0.0287 -0.0624 0.0457
O 3.623 -0.672 0.283 -0.3146 -0.0354 -0.3943
C -3.802 3.938 -1.037 0.0857 0.0339 0.0208
S 0.510 5.360 -1.522 0.2196 0.5656 0.0522
H 0.731 3.732 4.518 0.0100 0.0082 -0.0174
N -4.249 2.543 -1.141 0.1457 -0.0631 0.1543
H 2.640 -5.537 -0.791 0.0114 0.0319 0.0343
C -3.913 -1.870 0.937 0.0383 0.0117 0.0770
C -1.702 -1.617 -1.848 -0.0986 -0.1760 -0.2900
S 1.301 2.352 -0.555 0.3197 -1.5797 0.5082
H 1.088 2.918 2.200 0.0180 0.0087 -0.0141
H -1.230 3.422 0.998 0.0685 -0.0290 0.0013
C -3.898 -2.582 -1.354 0.0896 0.0892 0.0453
C -0.755 -3.949 1.859 -0.1022 0.1129 -0.0078
N -2.997 4.153 0.166 -0.0995 -0.3217 0.0217
N -0.572 -1.194 -2.432 -0.3453 -0.0491 0.2323
N -4.253 2.416 1.290 0.1193 -0.0610 -0.1238
H -4.680 4.464 1.367 -0.0020 -0.0002 0.0259
```
Positions in Å, forces in eV/Å.

Calculated values
highest occupied orbital energy (alpha / beta): -7.321 / -7.328 eV
Kohn-Sham gap (alpha / beta): 4.9 / 4.9 eV
LUMO level (alpha / beta): -2.407 / -2.384 eV



4.
DFT (the ωB97M-V functional and the def2-TZVPD basis) results for C4H3ClO2 in the gas phase.

```
10
Properties=species:S:1:pos:R:3:forces:R:3
O 0.245 0.218 2.343 0.1133 -0.0588 0.2558
C -0.178 0.317 0.006 0.1782 0.1352 0.3925
O -1.265 2.121 1.074 0.0226 0.1140 -0.2980
Cl 0.774 -1.684 -1.546 -0.4742 0.4656 -0.0570
H -0.979 2.160 -0.891 0.0497 0.0367 -0.5209
C -0.849 1.630 0.057 -0.6153 0.3353 1.1010
C -0.089 -0.207 -1.205 1.0339 -1.2338 0.4143
C 0.377 -0.287 1.267 -0.1252 0.1115 -0.4504
H -0.511 0.272 -2.050 -0.2289 0.2499 -0.7963
H 0.932 -1.225 1.131 0.0457 -0.1556 -0.0411
```
Positions in Å, forces in eV/Å.

Calculated values
highest occupied orbital energy: -9.781 eV
Kohn-Sham gap: 9.1 eV
LUMO level: -0.664 eV



Taking the records one at a time from the top gives M values of 407.78 115.18 818.30 118.52 g/mol.